Entry 1:
Entry from the OMol25 dataset: 9 unconnected molecules or ions with the total composition C16H36F6N2O22PS4 in a non-equilibrium geometry (the ωB97M-V functional and the def2-TZVPD basis).

* energy: -4929.2564 hartree
* largest force on an atom: 2.5 eV/A
* ΔE to the lowest compared entry with this formula, charge and spin: 0.024 eV
* charge: +1
* frontier orbital gap: 0.276 Ha

Geometry as XYZ:
```
87
Properties=species:S:1:pos:R:3:forces:R:3
N -15.2423 -8.1205 21.7275 -0.7 -0.4 -0.6
H -15.7813 -8.9927 21.6802 0.7 -0.3 0.2
H -14.8270 -7.9784 20.8066 0.1 0.0 0.1
H -14.4649 -8.1678 22.4050 -0.3 0.0 0.2
H -15.9610 -7.4243 21.9231 0.6 0.5 0.3
N -15.1043 -4.7274 19.6658 -0.8 0.4 -1.1
H -14.2168 -4.5285 20.1412 0.3 -0.4 0.6
H -15.2049 -4.0183 18.9261 -0.2 0.1 0.3
H -15.9138 -4.6355 20.2809 0.3 0.5 0.3
H -15.1793 -5.6331 19.2079 0.6 -0.1 0.1
P -12.7643 -5.0546 22.8724 1.2 -0.3 0.9
F -14.3690 -5.5429 22.7682 0.3 0.0 -0.1
F -12.6750 -5.5753 24.3906 -0.8 0.1 0.0
F -12.3224 -6.5225 22.3775 -0.3 -0.2 -0.5
F -11.2070 -4.6216 22.9821 -0.8 0.1 -0.6
F -12.8572 -4.5542 21.3222 0.0 -0.2 -0.8
F -13.2486 -3.6031 23.2962 -0.2 0.0 0.5
C -7.0103 -5.3472 21.9195 -0.6 -0.1 0.0
C -8.5031 -5.7173 21.9152 1.0 -0.1 0.0
C -9.1930 -5.7029 20.5538 0.6 0.1 -0.7
O -9.5035 -7.0795 20.2775 -0.6 0.6 -0.2
C -9.1782 -7.8215 21.3350 -0.2 -1.5 0.6
O -9.4087 -8.9935 21.4655 -0.1 0.6 -0.4
O -8.5575 -7.1054 22.2638 -0.2 0.1 0.7
H -6.5953 -5.3129 22.9263 -0.3 0.2 0.1
H -6.8589 -4.3913 21.4206 0.2 0.0 0.0
H -6.4606 -6.1550 21.4342 -0.1 0.2 -0.4
H -9.1218 -5.1745 22.6230 0.4 0.1 0.2
H -8.5424 -5.3934 19.7337 0.0 0.2 0.2
H -10.0729 -5.0593 20.5834 -0.2 -0.3 -0.1
C -9.1878 -5.3978 25.5516 -0.5 -0.4 -0.2
C -9.9119 -4.1034 25.8882 0.3 -1.5 0.2
C -11.2460 -4.2733 26.6308 -0.3 1.1 0.0
O -11.1117 -3.4647 27.8037 0.7 -0.3 -0.5
C -9.8133 -3.0388 27.9041 -0.7 -1.1 0.6
O -9.4154 -2.5093 28.8803 0.6 0.6 0.0
O -9.0765 -3.4659 26.8515 -0.4 1.2 -0.1
H -9.7904 -5.9795 24.8474 0.1 -0.1 0.0
H -9.0277 -5.9892 26.4547 -0.1 0.0 0.1
H -8.2045 -5.2565 25.1053 -0.1 0.3 -0.1
H -10.1309 -3.5520 24.9730 0.7 0.6 0.2
H -11.5219 -5.2909 26.9064 0.1 0.0 0.0
H -12.0146 -3.7823 26.0350 -0.3 -0.4 0.0
C -13.7595 -0.7775 22.6323 0.1 1.2 0.5
C -15.1934 -0.9187 23.1051 0.4 -0.2 1.2
O -15.9822 -0.5170 22.0041 0.1 -0.2 -1.4
S -15.2284 -0.8198 20.6000 -1.1 0.5 1.9
O -15.2275 0.3960 19.8689 0.5 -0.7 -0.1
O -15.8436 -1.9967 20.0328 0.9 0.0 -0.1
O -13.8103 -1.2088 21.2561 -0.6 -0.4 -1.0
H -13.0155 -1.3157 23.2119 -0.2 -0.5 -0.4
H -13.4324 0.2653 22.6237 -0.2 0.0 0.0
H -15.4452 -0.2819 23.9532 0.2 0.2 -0.2
H -15.4283 -1.9323 23.4439 0.0 -0.1 -0.5
C -9.6338 -1.8016 19.1417 0.2 -0.1 -0.6
C -10.9658 -1.9171 19.8653 -1.2 0.7 0.1
O -10.6706 -1.8785 21.2649 0.4 0.5 1.0
S -9.1220 -1.5095 21.5800 0.5 -0.8 -1.0
O -8.6460 -2.3576 22.6367 -0.7 0.7 -1.2
O -8.8297 -0.1083 21.5796 -0.8 -1.0 0.1
O -8.6728 -2.1173 20.1289 0.9 0.1 1.1
H -9.4897 -0.8071 18.7145 0.1 0.2 0.4
H -9.4518 -2.4869 18.3154 -0.3 -0.3 0.2
H -11.6053 -2.7839 19.6977 0.6 -0.4 0.0
H -11.6255 -1.0746 19.6454 0.3 0.2 -0.1
C -15.1840 -3.7912 25.9657 1.5 0.4 1.1
C -15.4074 -4.4381 27.3420 -1.9 -1.5 -0.8
O -15.2209 -3.4980 28.3689 0.7 1.8 -0.4
S -14.8947 -2.0370 27.6913 -1.1 1.4 0.9
O -13.4872 -1.8549 27.5936 -0.3 -0.6 -0.6
O -15.6484 -0.9572 28.2927 0.5 -2.2 -1.0
O -15.5668 -2.4278 26.2328 0.1 0.4 0.7
H -15.7681 -4.2677 25.1861 -0.3 0.3 0.0
H -14.1329 -3.7328 25.6719 -0.1 -0.4 -0.1
H -14.9361 -5.3962 27.5631 0.7 0.4 -0.1
H -16.4765 -4.6954 27.3360 0.0 0.1 0.2
C -11.7185 -9.0062 24.5218 0.7 0.6 -0.5
C -13.1077 -8.9530 25.1075 0.6 0.3 1.0
O -13.9441 -9.4867 24.0852 -0.5 -0.3 -1.0
S -13.1477 -10.5566 23.1503 1.7 -1.1 1.1
O -13.2192 -10.1223 21.7914 -0.4 0.9 0.1
O -13.5353 -11.9032 23.4144 0.2 1.1 0.3
O -11.6822 -10.2474 23.7942 -1.6 -0.7 -0.5
H -10.9195 -8.9980 25.2591 -0.1 -0.4 0.1
H -11.4881 -8.2103 23.8118 -0.3 0.1 0.0
H -13.4470 -7.9503 25.3618 0.0 0.0 -0.3
H -13.1543 -9.5516 26.0197 -0.2 -0.3 -0.2
```
Positions in Å, forces in eV/Å.

These are the Löwdin partial charges, in e, on atoms 1 to 4: 0.31 0.16 0.14 0.10

***

Entry 2:
Entry from the OMol25 dataset: a single C19H19ClFNO5S2 molecule (the ωB97M-V functional and the def2-TZVPD basis).

* energy: -2522.8162 hartree
* largest force on an atom: 0.8 eV/A
* ΔE to the lowest compared entry with this formula, charge and spin: 0.000 eV
* SMILES: CSCC[C@@H](NS(=O)(=O)c1ccc(Cl)cc1)C(=O)OCC(=O)c1ccc(F)cc1
* charge: 0
* frontier orbital gap: 0.323 Ha

Geometry as XYZ:
```
48
Properties=species:S:1:pos:R:3:forces:R:3
C -2.4353 -0.6110 4.1372 -0.2 0.2 -0.3
H -2.0537 -0.2486 5.0863 0.1 0.0 0.1
H -1.6114 -0.8294 3.4637 0.0 -0.1 0.1
H -3.0474 -1.4935 4.3015 0.1 -0.1 0.1
S -3.4791 0.7173 3.4731 -0.1 -0.1 0.0
C -4.0017 -0.0115 1.8789 0.1 0.3 0.4
C -3.3780 0.7079 0.6898 0.2 -0.2 0.2
H -3.6294 1.7689 0.7303 0.0 0.0 -0.1
H -3.7746 0.2850 -0.2369 0.0 0.1 -0.1
C -1.8522 0.5697 0.6980 0.0 0.5 0.0
N -1.4562 -0.8235 0.6170 0.7 -0.4 0.1
S 0.1887 -0.9806 1.0076 -0.3 -0.3 0.1
O 0.8202 0.2905 0.7847 0.0 -0.2 -0.1
O 0.2515 -1.5197 2.3325 0.1 -0.3 0.0
C 0.8135 -2.1762 -0.1592 -0.3 0.4 0.3
C 1.2589 -3.4026 0.2957 -0.1 0.0 0.1
C 1.7884 -4.3100 -0.6053 0.0 0.1 -0.1
C 1.8649 -3.9645 -1.9489 -0.1 0.2 0.3
C 1.4168 -2.7292 -2.4015 0.0 -0.1 0.1
C 0.8871 -1.8275 -1.4953 0.0 0.0 -0.2
H 0.5334 -0.8595 -1.8147 0.0 0.1 -0.1
H 1.4847 -2.4801 -3.4485 0.0 0.0 -0.1
Cl 2.5281 -5.0860 -3.0728 0.1 -0.2 -0.2
H 2.1436 -5.2728 -0.2740 0.0 -0.1 0.0
H 1.1880 -3.6230 1.3488 0.0 -0.1 0.1
H -1.6180 -1.1690 -0.3221 0.0 -0.1 -0.2
C -1.2570 1.3208 -0.4828 -0.3 -0.5 -0.1
O -0.9838 0.7709 -1.5237 -0.3 0.2 -0.1
O -1.1401 2.6192 -0.2709 0.0 0.3 0.3
C -0.7556 3.4102 -1.3969 -0.2 0.1 -0.6
H -1.6198 3.5406 -2.0584 0.2 0.0 0.1
C 0.3854 2.8195 -2.2332 -0.2 0.2 0.1
O 0.3273 2.8537 -3.4389 0.0 0.1 0.1
C 1.5380 2.2667 -1.4941 0.5 -0.2 -0.1
C 1.8890 2.6816 -0.2110 0.0 0.0 -0.4
C 2.9694 2.1105 0.4312 0.3 -0.1 0.0
C 3.6693 1.1026 -0.2063 -0.1 0.2 0.0
C 3.3497 0.6766 -1.4840 0.1 0.0 0.1
C 2.2890 1.2761 -2.1287 -0.1 0.2 0.2
H 2.0066 0.9784 -3.1273 0.0 0.0 -0.1
H 3.9233 -0.1105 -1.9481 0.1 -0.1 0.0
F 4.7022 0.5189 0.4303 -0.1 0.0 0.0
H 3.2549 2.4140 1.4252 0.0 0.0 0.1
H 1.3285 3.4536 0.2916 -0.1 0.1 0.1
H -0.4599 4.3808 -0.9923 0.0 -0.1 0.0
H -1.4519 0.9828 1.6268 -0.2 0.1 -0.1
H -3.7077 -1.0582 1.8913 -0.1 -0.1 0.0
H -5.0875 0.0698 1.8340 0.0 -0.1 -0.1
```
Positions in Å, forces in eV/Å.

These are the Löwdin partial charges, in e, on atoms 1 to 4: -0.39 0.03 0.00 0.04

***

Entry 3:
Entry from the OMol25 dataset: a gas-phase ion, C4H5O4 (charge -1) in a non-equilibrium geometry (the ωB97M-V functional and the def2-TZVPD basis).

* energy: -456.2853 hartree
* largest force on an atom: 3.7 eV/A
* ΔE to the lowest compared entry with this formula, charge and spin: 5.147 eV
* SMILES: [O-][C@H]1O[C@]1(O)[C@H]1CO1
* charge: -1
* frontier orbital gap: 0.249 Ha

Geometry as XYZ:
```
13
Properties=species:S:1:pos:R:3:forces:R:3
C 0.5536 -0.0742 0.2597 -1.2 1.5 -1.3
C -1.8107 -0.0695 -1.2267 -0.1 0.1 -0.7
C -0.4380 0.4629 -0.9308 0.1 -1.3 1.4
C 1.1667 0.1764 1.8084 -3.5 -1.2 0.2
O 1.1659 -1.2009 -0.2847 -0.3 0.1 -1.0
O 1.5398 0.9031 0.6753 0.9 0.2 -1.3
O -1.5917 1.2465 -0.7331 -1.2 0.2 1.2
O 1.7401 -0.8300 2.3150 1.0 0.8 -0.2
H -2.2896 -0.1357 -2.2822 1.2 0.1 1.7
H -2.2269 -0.7522 -0.4910 -0.1 0.0 -0.1
H -0.0904 0.8868 -1.8286 2.0 0.0 -1.0
H 0.4077 0.7451 2.3812 0.6 0.1 0.2
H 1.8736 -1.3585 0.3375 0.5 -0.6 0.8
```
Positions in Å, forces in eV/Å.

These are the Löwdin partial charges, in e, on atoms 1 to 4: -0.35 -0.14 -0.19 -0.53

***

Entry 4:
Entry from the OMol25 dataset: a single C3H4O3 molecule in a non-equilibrium geometry (the ωB97M-V functional and the def2-TZVPD basis).

* energy: -342.2680 hartree
* largest force on an atom: 5.1 eV/A
* ΔE to the lowest compared entry with this formula, charge and spin: 5.113 eV
* SMILES: CC1(C=O)OO1
* charge: 0
* frontier orbital gap: 0.391 Ha

Geometry as XYZ:
```
10
Properties=species:S:1:pos:R:3:forces:R:3
C -1.0325 1.0845 -0.0302 -0.9 1.4 1.1
C -0.4295 -0.3233 -0.0463 4.9 0.3 1.6
C 1.2002 -0.4053 0.0230 -0.8 1.7 -1.5
O -0.3538 2.0870 0.0623 -0.5 -1.5 -0.4
O -0.9759 -1.3381 -0.6976 -1.5 -1.3 -2.8
O -1.0546 -1.2916 0.7207 -0.7 0.1 1.7
H -2.1831 1.1957 0.0990 1.5 -0.7 -0.5
H 1.4525 0.1685 -0.9191 0.2 -0.4 1.0
H 1.7818 -1.3724 -0.0788 -1.7 0.7 0.4
H 1.5950 0.1950 0.8670 -0.4 -0.4 -0.5
```
Positions in Å, forces in eV/Å.

These are the Löwdin partial charges, in e, on atoms 1 to 4: -0.13 -0.54 0.02 0.07

***

Entry 5:
Entry from the OMol25 dataset: 7 unconnected molecules or ions with the total composition C25H70N8O7 in a non-equilibrium geometry (the ωB97M-V functional and the def2-TZVPD basis).

* energy: -1959.0973 hartree
* largest force on an atom: 3.5 eV/A
* ΔE to the lowest compared entry with this formula, charge and spin: 2.739 eV
* SMILES: COC[C@H](C)N.COC[C@H](C)N.COC[C@H](C)N.COC[C@H](C)N.COC[C@H](C)N.COC[C@H](C)N.NC(N)=O
* charge: 0
* frontier orbital gap: 0.342 Ha

Geometry as XYZ:
```
110
Properties=species:S:1:pos:R:3:forces:R:3
C 0.7419 -5.1984 4.2509 -1.4 0.4 1.7
C -0.0833 -4.6553 3.1266 1.3 -0.8 -1.6
C 0.6030 -5.1004 1.8148 -0.7 -0.4 -2.0
O 1.9652 -4.7334 1.7183 0.1 1.1 0.6
C 2.7482 -5.3130 0.7007 0.5 -0.1 -0.5
N -1.4182 -5.1923 3.2417 -0.7 2.2 -0.3
H 0.1267 -4.7480 5.1141 1.6 -1.4 -0.3
H 1.7418 -4.8348 4.2153 0.7 0.6 0.2
H 0.8617 -6.3150 4.2257 -0.7 0.9 0.2
H -0.1197 -3.5451 3.1556 0.0 -0.6 0.0
H 0.0370 -4.7001 0.9159 0.4 -0.2 0.8
H 0.5479 -6.2074 1.7121 -0.2 0.3 0.3
H 2.5718 -6.3840 0.7135 0.3 -0.4 0.0
H 3.8282 -5.0837 0.8665 -0.9 -0.2 0.3
H 2.5721 -4.9822 -0.3388 -0.6 0.3 0.5
H -2.0255 -4.8899 2.4935 0.0 0.3 -0.1
H -1.4972 -6.1633 3.2681 0.4 -1.9 0.2
C 2.6530 -1.4185 4.3283 0.3 0.1 0.0
C 2.7068 0.0013 3.7221 0.3 -0.2 1.0
C 3.8100 0.1883 2.6845 -0.9 1.1 0.6
O 5.0412 -0.1531 3.1931 0.6 0.0 0.6
C 6.0743 0.2270 2.3360 1.0 0.0 -0.7
N 1.4525 0.3026 3.0941 -1.6 0.4 -0.6
H 2.3966 -2.1802 3.6052 0.3 -0.2 -0.7
H 1.9053 -1.5976 5.0989 -0.2 0.7 0.2
H 3.6083 -1.6736 4.7918 0.0 0.0 -0.2
H 2.8762 0.7078 4.5569 0.4 -0.2 -0.2
H 3.8371 1.2453 2.4220 -0.2 0.6 0.1
H 3.5733 -0.2584 1.7441 -0.2 -1.1 -0.7
H 6.1882 -0.5460 1.5566 0.1 0.3 0.0
H 7.0121 0.2623 2.9137 -0.4 0.0 -0.2
H 5.9378 1.2220 1.8156 -0.2 -0.8 0.7
H 1.3124 1.2619 2.7545 0.7 -0.5 0.1
H 0.6753 0.1770 3.7340 0.1 -0.1 0.1
C -2.4837 -1.4089 2.9763 -1.1 -0.3 0.2
C -1.8915 -1.2706 4.3936 1.3 -0.6 -2.1
C -2.4086 -0.0031 4.9744 2.2 0.5 2.6
O -1.7684 1.1125 4.3447 0.1 -1.3 -0.1
C -2.2128 2.4018 4.7122 0.5 -0.8 0.6
N -2.0248 -2.4496 5.2590 -1.7 0.9 -0.1
H -2.4415 -2.4104 2.5615 0.6 -0.2 0.0
H -2.0166 -0.7050 2.3047 0.1 0.1 -0.3
H -3.5751 -1.2151 2.9585 0.4 0.2 0.2
H -0.7885 -1.1453 4.1988 -0.9 0.0 0.6
H -2.1077 -0.0712 6.0617 -0.2 0.5 -0.7
H -3.4655 0.0321 4.9978 -1.4 0.3 -0.5
H -2.7785 2.3288 5.6485 -0.1 0.4 -0.2
H -2.7996 2.7234 3.8748 -0.6 0.9 -0.1
H -1.3169 3.0241 4.8786 -0.5 0.0 -0.2
H -1.4763 -3.1715 4.8281 -0.1 -0.6 -0.1
H -3.0288 -2.7397 5.1952 1.2 -0.1 0.2
C 1.6725 1.1014 -4.7313 -0.3 2.2 -0.1
C 0.2531 0.7477 -4.4048 -1.2 -1.4 0.5
C 0.1776 -0.8625 -4.2671 0.1 1.4 -0.5
O 0.3130 -1.4825 -5.5107 0.1 0.0 -0.7
C -0.8364 -1.4442 -6.3222 0.6 0.3 -0.5
N -0.0999 1.3892 -3.1423 -0.3 -0.2 0.9
H 2.2801 0.8523 -3.8700 0.3 0.0 0.1
H 1.7400 2.2334 -4.9449 0.1 -1.6 0.3
H 1.9953 0.5846 -5.6048 0.4 -0.4 -0.6
H -0.4603 1.0810 -5.1842 0.4 -0.3 -0.1
H -0.6761 -1.3151 -3.7594 -0.5 0.6 0.2
H 1.0364 -1.2113 -3.7482 0.8 0.1 0.9
H -1.7208 -1.2989 -5.7198 -0.5 -0.1 0.2
H -0.8600 -2.4043 -6.8247 -0.3 -0.1 -0.3
H -0.7830 -0.6300 -7.0738 0.0 -0.3 0.3
H -1.0896 1.4084 -2.9067 0.1 -0.4 -0.1
H 0.1808 2.3548 -3.0817 0.4 0.2 -0.3
C -4.3267 1.0781 -3.0886 0.1 0.8 0.4
C -3.9670 0.5107 -1.6990 -0.8 -0.5 1.1
C -3.4370 -0.9197 -1.7961 -2.9 1.1 -1.4
O -3.1438 -1.5120 -0.6015 0.9 0.0 0.3
C -2.1650 -2.5212 -0.8115 -1.6 -1.4 2.7
N -2.9011 1.2700 -1.0426 0.0 0.9 -1.0
H -3.3523 1.3210 -3.5238 -0.3 -0.2 -0.7
H -4.8789 2.0372 -3.0121 0.4 -0.3 0.3
H -5.0012 0.4922 -3.7476 0.8 -0.2 0.6
H -4.8715 0.5664 -1.0744 0.0 -0.4 -0.1
H -2.6027 -0.7634 -2.4415 1.1 -0.6 -0.6
H -4.2579 -1.4839 -2.2856 0.6 -0.1 -0.3
H -2.6022 -3.4320 -1.2977 0.2 0.6 0.4
H -1.8402 -2.7049 0.2425 0.0 -0.5 -1.0
H -1.3332 -2.2107 -1.3545 1.4 0.9 -1.1
H -2.6758 0.9383 -0.1253 0.0 -0.8 0.3
H -3.2407 2.1976 -0.8747 0.0 0.7 -0.1
C 2.0183 7.5413 -4.1374 -0.4 -1.1 -1.7
C 1.7836 6.1303 -3.6913 0.0 -1.5 1.0
C 0.2914 5.7409 -3.5946 0.4 0.2 0.7
O -0.3903 6.6531 -2.7443 -0.9 -0.6 -0.1
C -1.8361 6.6275 -2.8857 1.3 2.0 -1.5
N 2.3650 5.1275 -4.6032 1.7 -0.1 -0.1
H 3.0331 7.8688 -4.0194 0.5 0.2 0.0
H 1.3480 8.1630 -3.6437 -0.9 1.3 1.3
H 1.6738 7.6209 -5.1894 0.6 -0.1 0.3
H 2.1544 5.9078 -2.6724 0.1 0.8 -0.1
H 0.2009 4.7275 -3.1543 0.1 0.2 -0.2
H -0.0833 5.6788 -4.6012 -0.6 0.3 -0.6
H -2.3068 5.6725 -3.0323 0.1 -0.7 0.3
H -2.0316 7.2392 -3.8058 -0.2 -0.6 0.5
H -2.2621 7.2018 -2.0696 0.1 -0.3 0.3
H 3.4324 5.0791 -4.5824 -2.0 0.5 0.1
H 2.0882 4.2390 -4.2096 0.0 -0.4 -0.2
C 0.9823 -1.2795 -0.1092 -0.9 1.7 1.2
O 1.5347 -1.8105 -1.0436 0.1 -0.7 0.2
N 0.6607 -1.8574 1.1889 0.9 0.5 -1.5
N 0.5531 0.0549 -0.1676 -0.4 0.0 0.2
H 1.1334 -2.7404 1.2758 0.2 -0.6 -0.3
H 1.0442 -1.2713 1.9455 -0.5 0.4 -0.4
H -0.1809 0.3260 0.4899 0.6 -0.2 -0.3
H 0.5908 0.6376 -1.0266 0.0 -1.2 0.5
```
Positions in Å, forces in eV/Å.

These are the Löwdin partial charges, in e, on atoms 1 to 4: -0.06 -0.48 -0.22 -0.23

***

Entry 6:
Entry from the OMol25 dataset: 2 unconnected molecules or ions with the total composition C2H3N3O2 in a non-equilibrium geometry (the ωB97M-V functional and the def2-TZVPD basis).

* energy: -392.6639 hartree
* largest force on an atom: 1.4 eV/A
* ΔE to the lowest compared entry with this formula, charge and spin: 3.529 eV
* charge: 0
* frontier orbital gap: 0.323 Ha

Geometry as XYZ:
```
10
Properties=species:S:1:pos:R:3:forces:R:3
N -1.8805 -0.0329 -0.0121 0.0 0.0 0.0
C -0.5312 -0.1561 -0.1613 0.1 0.3 -0.2
N -0.1081 -1.3574 0.6376 0.7 -0.2 0.0
O 1.0717 -1.5397 0.6297 -0.7 0.1 0.0
C 3.1971 0.5040 0.1045 -0.3 0.6 1.2
O 2.8807 0.9877 1.0841 0.4 -0.6 -1.2
N 0.3249 0.5309 -0.7891 -0.4 -0.2 0.2
H -2.4080 0.5727 -0.6195 0.1 -0.1 0.1
H -2.3701 -0.8043 0.4159 0.1 0.1 0.0
H -0.0996 1.3161 -1.2813 0.0 -0.1 0.0
```
Positions in Å, forces in eV/Å.

These are the Löwdin partial charges, in e, on atoms 1 to 4: 0.13 -0.51 0.02 0.01